# 1
{
  "formula": "C4H4",
  "method": "the ωB97M-V functional and the def2-TZVPD basis",
  "charge": 0,
  "e_above_lowest_kcal_mol": 107.8,
  "lumo_energy_ha": -0.007,
  "symbols": ["C", "C", "C", "C", "H", "H", "H", "H"],
  "positions_angstrom": [[2.647, -1.307, 0.348], [1.704, -0.579, 0.534], [-1.209, 0.969, -0.364], [-0.235, -0.011, 0.005], [3.607, -1.573, 0.435], [-0.981, 1.947, -0.870], [-2.121, 0.297, -0.545], [-0.665, -1.017, 0.410]],
  "lowdin_charge": [-0.029, -0.038, -0.053, -0.042, -0.035, 0.059, 0.073, 0.065]
}

---

# 2
{
  "formula": "C26H22N8O5RuS2",
  "method": "the ωB97M-V functional and the def2-TZVPD basis",
  "charge": 1,
  "e_above_lowest_kcal_mol": 34.7,
  "spin_multiplicity": 2,
  "lumo_energy_ha": [-0.123, -0.123],
  "symbols": ["Ru", "C", "C", "C", "O", "C", "O", "O", "H", "H", "H", "H", "H", "H", "H", "N", "C", "C", "C", "C", "C", "C", "S", "O", "O", "N", "C", "N", "C", "C", "C", "N", "H", "H", "H", "H", "H", "H", "H", "H", "H", "S", "N", "C", "C", "C", "C", "C", "N", "C", "C", "N", "C", "C", "C", "C", "C", "N", "H", "H", "H", "H", "H", "H"],
  "positions_angstrom": [[-0.356, -0.627, 0.004], [3.410, -2.050, -1.304], [1.983, -1.757, -1.057], [1.019, -1.379, -2.135], [1.626, -1.386, 0.242], [1.607, -4.796, 0.002], [2.629, -5.332, 0.055], [0.583, -4.249, -0.050], [3.990, -1.140, -1.515], [3.529, -2.713, -2.163], [3.859, -2.527, -0.432], [1.256, -0.415, -2.604], [-0.049, -1.322, -1.807], [0.996, -2.133, -2.925], [2.099, -0.525, 0.445], [3.455, 5.158, -4.707], [3.052, 4.460, -3.605], [2.257, 5.070, -2.626], [1.835, 4.362, -1.522], [2.206, 3.030, -1.377], [2.996, 2.407, -2.339], [3.416, 3.113, -3.443], [1.637, 2.129, -0.006], [1.319, 3.032, 1.065], [2.598, 1.066, 0.273], [0.321, 1.301, -0.467], [-0.926, 1.822, -0.599], [-1.250, 3.085, -0.808], [-2.556, 3.346, -0.849], [-3.538, 2.382, -0.676], [-3.110, 1.080, -0.477], [-1.817, 0.792, -0.465], [3.314, 6.150, -4.750], [4.137, 4.766, -5.329], [1.977, 6.111, -2.739], [1.222, 4.832, -0.765], [3.300, 1.377, -2.201], [4.043, 2.636, -4.186], [-2.825, 4.381, -1.024], [-4.587, 2.632, -0.699], [-3.799, 0.256, -0.340], [-4.095, -3.738, 5.650], [-3.091, -2.479, 5.633], [-2.675, -2.339, 4.385], [-1.759, -1.316, 3.910], [-1.158, -0.355, 4.725], [-0.292, 0.547, 4.152], [-0.059, 0.505, 2.778], [-0.643, -0.394, 1.991], [-1.464, -1.319, 2.552], [-1.980, -2.339, 1.655], [-1.545, -2.264, 0.379], [-2.037, -3.135, -0.498], [-2.947, -4.127, -0.147], [-3.362, -4.234, 1.163], [-2.872, -3.316, 2.090], [-3.223, -3.304, 3.499], [-4.044, -4.153, 4.094], [-1.375, -0.340, 5.785], [0.205, 1.303, 4.742], [0.589, 1.228, 2.305], [-1.674, -3.047, -1.513], [-3.303, -4.808, -0.907], [-4.055, -5.001, 1.481]],
  "mulliken_spin": [0.012, -0.015, 0.830, -0.015, -0.006, -0.010, 0.001, 0.017, 0.041, 0.014, 0.013, 0.052, 0.008, 0.023, 0.024, 0.000, 0.000, 0.000, 0.000, -0.004, -0.003, 0.000, 0.007, 0.000, 0.003, -0.003, 0.000, 0.000, 0.000, 0.000, 0.000, 0.000, 0.000, 0.000, 0.000, 0.000, 0.008, 0.000, 0.000, 0.000, 0.000, 0.000, 0.000, -0.003, 0.004, 0.002, 0.000, 0.001, -0.002, -0.001, -0.004, 0.003, 0.004, 0.000, 0.000, 0.003, -0.002, 0.000, 0.000, 0.000, 0.000, -0.002, 0.000, 0.000]
}

---

# 3
{
  "formula": "C18H21N7O2S2",
  "method": "the ωB97M-V functional and the def2-TZVPD basis",
  "charge": 0,
  "e_above_lowest_kcal_mol": 0.0,
  "lumo_energy_ha": 0.018,
  "smiles": "CCn1c(SCC(=O)Nc2nnc(C)s2)nnc1[C@@H](C)NC(=O)c1ccccc1",
  "symbols": ["C", "C", "N", "C", "S", "C", "C", "O", "N", "C", "N", "N", "C", "C", "S", "N", "N", "C", "C", "C", "N", "C", "O", "C", "C", "C", "C", "C", "C", "H", "H", "H", "H", "H", "H", "H", "H", "H", "H", "H", "H", "H", "H", "H", "H", "H", "H", "H", "H", "H"],
  "positions_angstrom": [[2.248, -1.186, -2.786], [1.023, -2.059, -3.036], [0.028, -1.875, -2.008], [-0.072, -2.579, -0.848], [0.968, -3.909, -0.441], [0.050, -4.599, 0.978], [0.389, -3.893, 2.278], [1.092, -4.390, 3.130], [-0.175, -2.663, 2.395], [0.034, -1.870, 3.486], [-0.444, -0.678, 3.604], [-0.116, -0.097, 4.753], [0.609, -0.819, 5.527], [1.096, -0.390, 6.856], [0.985, -2.406, 4.856], [-1.065, -2.126, -0.120], [-1.626, -1.110, -0.792], [-0.978, -0.951, -1.912], [-1.290, 0.130, -2.897], [-2.690, -0.060, -3.477], [-1.197, 1.413, -2.228], [-0.044, 2.129, -2.236], [0.926, 1.784, -2.890], [-0.059, 3.369, -1.415], [-1.225, 4.085, -1.156], [-1.172, 5.240, -0.398], [0.037, 5.687, 0.111], [1.201, 4.984, -0.153], [1.155, 3.835, -0.918], [1.979, -0.132, -2.808], [2.685, -1.422, -1.818], [2.989, -1.373, -3.557], [1.301, -3.117, -3.031], [0.570, -1.816, -4.001], [-1.011, -4.521, 0.747], [0.363, -5.640, 1.045], [-0.733, -2.281, 1.610], [2.185, -0.408, 6.882], [0.745, 0.618, 7.058], [0.729, -1.065, 7.628], [-0.536, 0.142, -3.690], [-2.742, -0.988, -4.040], [-2.931, 0.768, -4.138], [-3.417, -0.102, -2.670], [-1.886, 1.584, -1.512], [-2.170, 3.761, -1.568], [-2.077, 5.796, -0.204], [0.071, 6.586, 0.707], [2.145, 5.335, 0.237], [2.052, 3.279, -1.143]],
  "lowdin_charge": [-0.050, -0.192, -0.004, -0.602, 1.012, -0.341, -0.558, -0.002, 0.100, -0.581, 0.002, -0.022, -0.648, -0.094, 1.119, -0.005, 0.100, -0.251, -0.287, -0.028, 0.112, -0.425, 0.054, -0.137, -0.034, -0.077, -0.080, -0.070, -0.015, 0.051, 0.077, 0.081, 0.101, 0.125, 0.088, 0.087, 0.099, 0.074, 0.079, 0.075, 0.141, 0.083, 0.082, 0.080, 0.140, 0.110, 0.104, 0.104, 0.105, 0.118]
}